No. 1
Molecular formula: C19H29As2F6GaN4O4S2
Method: DFT, ωB97M-V/def2-TZVPD

Geometry as XYZ:
```
67
C19H29As2F6GaN4O4S2 (ωB97M-V/def2-TZVPD)
Ga -0.1998 0.2854 0.1320
F -1.9543 -2.9675 3.8524
C -2.1326 -1.6674 3.7307
F -2.4080 -1.1146 4.8923
F -3.0990 -1.4195 2.8597
S -0.5307 -0.9338 3.1141
O -0.6045 -1.1199 1.6331
O 0.5341 -1.6071 3.7676
N -0.5419 0.5910 3.4491
S -1.4001 1.6277 2.6492
O -2.8155 1.5520 2.7328
O -0.8734 1.7508 1.2388
C -0.8159 3.2027 3.4249
F -1.4145 4.1862 2.7768
F -1.1636 3.1890 4.6887
F 0.4956 3.3124 3.3007
C 0.1407 2.5693 -3.2273
As 0.7890 2.0348 -1.5009
C 1.0191 3.6955 -0.5330
C 2.5977 1.4199 -1.7746
C 3.3282 1.8201 -2.8876
C 4.6516 1.4251 -3.0327
C 5.2566 0.6343 -2.0670
C 4.5346 0.2169 -0.9582
C 3.2057 0.6004 -0.8104
As 2.2128 -0.0401 0.6970
C 2.8720 0.8679 2.2617
C 2.6826 -1.8874 0.9592
H 0.7569 3.3884 -3.5947
H -0.8851 2.9178 -3.1251
H 0.1775 1.7329 -3.9217
H 1.6794 4.3479 -1.1023
H 1.4619 3.4911 0.4406
H 0.0502 4.1699 -0.3883
H 2.8810 2.4451 -3.6497
H 5.2125 1.7425 -3.9013
H 6.2905 0.3371 -2.1771
H 5.0208 -0.4092 -0.2199
H 3.9143 0.5712 2.3751
H 2.2988 0.5702 3.1372
H 2.8060 1.9435 2.1146
H 3.7641 -1.9640 1.0582
H 2.3507 -2.4707 0.1027
H 2.2040 -2.2448 1.8698
C -2.1996 -4.0662 -2.4771
C -1.4872 -3.9664 -1.1495
N -1.2374 -2.5520 -0.8457
C -2.0144 -1.5353 -1.2751
N -1.7045 -0.2879 -0.8774
C -2.6356 0.8054 -1.2060
C -3.2137 0.6029 -2.5880
C -3.9111 -0.7351 -2.6189
N -3.0300 -1.7894 -2.1011
C -3.4184 -3.1717 -2.4307
H -2.5003 -5.0955 -2.6648
H -1.5399 -3.7559 -3.2896
H -0.5275 -4.4793 -1.1630
H -2.0968 -4.4082 -0.3572
H -0.7418 -2.3801 0.0147
H -2.0956 1.7517 -1.1484
H -3.4250 0.8614 -0.4510
H -2.4130 0.6232 -3.3320
H -3.9204 1.3949 -2.8326
H -4.1901 -1.0150 -3.6335
H -4.8252 -0.7123 -2.0196
H -3.9199 -3.1345 -3.3955
H -4.1451 -3.5285 -1.6958
```

Summary:
DFT total energy ... -246339.9067 eV
Largest force on an atom ... 0.5 eV/Å
LUMO level ... -5.60 eV
Charge ... +2



No. 2
Molecular formula: C19H29B2Br4CrMnN7O30
Method: DFT, ωB97M-V/def2-TZVPD

Geometry as XYZ:
```
93
C19H29B2Br4CrMnN7O30 (ωB97M-V/def2-TZVPD)
Mn -19.3823 5.9544 -7.2990
Cr -22.4673 5.3120 1.6452
O -21.9726 7.0016 0.3856
C -21.6975 7.5951 -0.6748
O -21.4935 6.9625 -1.8748
B -21.4716 7.9128 -2.9675
O -21.4489 9.2380 -2.3030
C -21.6567 9.1340 -0.9521
O -21.7848 10.0524 -0.1490
O -22.6736 7.9272 -3.8136
C -22.3487 7.8244 -5.0918
O -23.1596 7.8587 -6.0568
C -20.7790 7.6542 -5.1318
O -20.3157 7.6674 -3.8793
O -20.0928 7.5457 -6.1701
O -20.5838 4.4424 -6.2687
C -21.5258 4.1082 -5.5122
O -22.0234 4.7846 -4.4756
B -23.0119 3.9384 -3.7513
O -23.0652 2.6017 -4.4592
C -22.2264 2.6525 -5.4734
O -21.9967 1.7808 -6.2948
O -22.7007 3.8687 -2.2585
C -23.5120 4.6498 -1.6071
O -23.4163 4.8907 -0.4178
C -24.6421 5.0504 -2.6155
O -24.3318 4.5425 -3.7520
O -25.6271 5.7049 -2.3157
Br -26.4496 7.9362 -6.9572
C -26.1763 7.6575 -4.9974
C -26.0513 9.0863 -4.3575
Br -25.5299 8.9105 -2.4296
H -25.2312 7.1325 -4.8586
H -26.9436 7.0859 -4.4751
H -27.0116 9.5867 -4.4812
H -25.2248 9.6432 -4.7989
Br -24.5797 11.7269 -7.1086
C -23.5178 10.3097 -8.0925
C -22.0933 10.7182 -7.7167
Br -20.6803 9.6186 -8.6528
H -23.7321 10.5474 -9.1345
H -23.9642 9.3419 -7.8642
H -21.8330 10.6196 -6.6628
H -21.9253 11.7460 -8.0382
C -19.1542 11.8212 0.1167
N -17.9526 12.5261 -0.4823
O -16.9600 12.7424 0.1647
O -18.0758 12.7718 -1.6987
H -19.7561 11.3550 -0.6633
H -19.8134 12.5930 0.5139
H -18.8116 11.1288 0.8857
C -22.7717 12.9859 1.4840
N -23.9338 12.5381 2.3105
O -25.0104 12.3558 1.7234
O -23.8494 12.3783 3.5249
H -21.9137 13.0607 2.1520
H -22.9897 13.9518 1.0282
H -22.7388 12.1116 0.8340
C -19.0681 4.9401 -2.6443
N -18.9398 4.6893 -1.1946
O -19.8682 5.0153 -0.4387
O -17.8678 4.1545 -0.8016
H -18.3257 5.7030 -2.8789
H -20.1142 5.1797 -2.8349
H -18.8784 3.9914 -3.1463
C -23.6244 11.9164 -3.5899
N -22.5088 12.4242 -2.7474
O -21.3500 12.2432 -3.1030
O -22.7684 13.1854 -1.7913
H -24.3934 11.7690 -2.8315
H -23.1925 10.9982 -3.9879
H -23.8738 12.5898 -4.4100
C -25.2208 8.9878 1.0274
N -26.5304 8.2442 1.3240
O -26.6422 7.0898 0.9554
O -27.3893 8.8845 1.8465
H -24.9226 9.4923 1.9465
H -25.4402 9.6963 0.2286
H -24.4380 8.2662 0.7938
C -23.4975 5.9751 -8.9437
N -22.1394 6.5442 -9.2044
O -21.9034 7.1182 -10.2694
O -21.2491 6.4631 -8.3488
H -23.5314 4.8938 -8.8112
H -24.1207 6.2091 -9.8068
H -23.9005 6.5465 -8.1075
C -18.2233 6.9152 2.0463
N -19.2040 6.1167 2.7598
O -19.0151 5.9235 3.9630
O -20.2792 5.7784 2.1954
H -18.8404 7.6663 1.5532
H -17.5917 6.4450 1.2926
H -17.6264 7.3720 2.8357
```

Summary:
Multiplicity ... 10
DFT total energy ... -433265.3532 eV
Largest force on an atom ... 5.1 eV/Å
LUMO level (alpha / beta) ... -9.40 / -8.15 eV
Expectation value of S² ... 24.76
Charge ... +2